(1)
Density functional theory data (ωB97M-V with the def2-TZVPD basis set) for 2 unconnected molecules or ions with the total composition C4H12N2O2 at a distorted geometry.

For the HOMO-LUMO gap, the calculation gives 10.2 eV. The charge is 0. For the relative energy (zero: lowest compared OMol25 entry of this formula, charge and spin), the calculation gives 251.4 kJ/mol. Its SMILES is CNCCNC=O.O. The highest occupied orbital energy comes out at -9.49 eV. For the LUMO energy, the calculation gives 0.0263 Eh.

The geometry in XYZ format:
```
20
C4H12N2O2 | the Open Molecules 2025 dataset | ωB97M-V with the def2-TZVPD basis set
O 1.35 -2.30 0.21
O -0.20 1.33 3.32
N 0.45 0.15 -1.57
N -0.37 -0.19 1.64
C -0.77 -0.41 -2.29
C -0.07 0.19 2.95
C -0.77 0.87 0.65
C 0.35 1.15 -0.47
H -0.74 -0.17 -3.42
H 0.98 0.55 -2.27
H 2.10 -1.96 0.64
H 1.22 -1.66 -0.58
H -0.84 1.94 1.16
H 1.28 1.04 0.02
H -1.78 0.70 0.38
H -1.79 -0.20 -1.97
H -0.81 -1.55 -2.35
H 0.24 -0.67 3.63
H 0.02 -1.03 1.18
H 0.15 2.22 -0.85
```

Mulliken atomic charge list, values in e, 4 entries: -0.73 -0.54 -0.28 -0.18

---

(2)
Density functional theory data (ωB97M-V with the def2-TZVPD basis set) for a molecular structure, C4H12N2O2 at a distorted geometry.

For the HOMO-LUMO gap, the calculation gives 8.0 eV. The charge is 0. For the relative energy (zero: lowest compared OMol25 entry of this formula, charge and spin), the calculation gives 325.5 kJ/mol. The highest occupied orbital energy comes out at -7.31 eV. For the LUMO energy, the calculation gives 0.0254 Eh.

The geometry in XYZ format:
```
20
C4H12N2O2 | the Open Molecules 2025 dataset | ωB97M-V with the def2-TZVPD basis set
O 1.37 1.48 -0.23
O -0.77 1.30 0.87
N 2.45 0.12 1.25
N -2.27 -0.35 0.60
C 0.56 -1.32 -0.15
C -1.39 0.52 0.08
C 1.92 0.33 -0.02
C -1.47 0.80 -1.40
H 1.41 -1.99 -0.28
H 2.74 -0.83 1.44
H 0.31 1.56 0.38
H 2.54 -0.07 -0.82
H 0.17 -1.47 0.86
H -2.19 1.62 -1.55
H -1.79 -0.07 -1.96
H -0.14 -1.64 -0.94
H -0.49 1.12 -1.75
H 1.88 0.50 1.99
H -2.66 -1.07 0.02
H -2.20 -0.53 1.60
```

Mulliken atomic charge list, values in e, 4 entries: -0.66 -0.62 -0.47 -0.34